Density functional theory data (ωB97M-V/def2-TZVPD) for 14 unconnected molecules or ions with the total composition ClH26O17.

The geometry in XYZ format:
```
44
Properties=species:S:1:pos:R:3:mulliken_charge:R:1
H 1.949 1.029 2.206 0.31
H 2.941 -1.268 0.812 0.27
O 0.756 0.114 -0.438 -0.55
O -3.331 -1.107 -2.352 -0.67
H 0.895 -2.974 1.850 0.37
H 0.050 1.679 3.430 0.40
O -0.158 0.389 1.678 -0.68
H 4.531 1.082 -0.270 0.28
O -4.005 -0.579 1.137 -0.63
H 1.465 -2.067 -0.865 0.28
H 0.759 -3.942 3.028 0.27
H -1.472 3.765 -0.419 0.32
O -1.327 -4.382 -0.232 -0.66
H -0.952 -4.482 0.654 0.34
O -2.196 2.942 -2.486 -0.64
H 3.242 -2.321 1.877 0.25
O 1.940 -2.551 -1.553 -0.67
O 2.549 -1.732 1.561 -0.54
O -0.374 -0.720 -3.299 -0.56
H -3.098 -0.240 1.148 0.29
O 3.668 1.378 -0.574 -0.56
H 2.533 1.962 1.142 0.34
H -0.122 -0.246 -4.098 0.27
H 3.277 0.636 -1.051 0.29
O -0.943 -1.391 0.346 -0.34
H -3.377 -1.573 -1.509 0.31
O 0.464 -3.802 2.124 -0.64
Cl -0.465 -0.033 0.337 1.30
O 0.847 2.962 -1.845 -0.62
H 0.461 -0.970 -2.879 0.30
H -4.058 -1.131 1.923 0.29
H 0.409 2.110 -1.742 0.20
H -1.050 5.180 -0.045 0.28
H -2.786 2.531 -3.125 0.30
H -2.528 -0.575 -2.280 0.33
O 2.370 1.889 2.093 -0.64
H -0.115 2.809 4.437 0.30
H -1.667 2.213 -2.135 0.28
O -0.913 4.260 0.197 -0.61
H 1.493 -3.405 -1.583 0.31
H 0.910 3.301 -0.943 0.36
O 0.174 1.895 4.366 -0.64
O -1.501 0.797 -0.243 -0.51
H -1.242 -3.433 -0.382 0.33
```

As for the charge: -1. The value obtained for the LUMO energy is 2.297 eV. The HOMO energy is -7.73 eV. The calculation puts the energy above the lowest of the compared OMol25 structures with the same formula, charge and spin at 0.1284 eV. The multiplicity is 1. The total energy is -1754.72693 hartree. The HOMO-LUMO gap comes out at 10.03 eV.

***

Density functional theory data (ωB97M-V/def2-TZVPD) for a molecular structure, C4H4N2O3S at a distorted geometry.

The geometry in XYZ format:
```
14
Properties=species:S:1:pos:R:3:mulliken_charge:R:1
H -0.762 2.672 0.834 0.37
S 2.541 -0.168 0.450 -0.21
N -0.693 0.768 0.887 0.59
O -2.356 -1.935 -0.379 -0.69
H -0.363 1.992 -0.766 0.29
C -0.608 -0.446 0.165 -0.02
H 0.711 -2.010 -0.706 0.35
O -2.749 0.240 -0.868 -0.69
O -1.243 0.783 2.044 -0.77
N 3.758 -1.106 -0.143 -0.59
C 0.481 -1.134 -0.005 -0.64
C -2.101 -0.738 -0.519 0.54
H 4.018 -0.782 -1.210 0.05
C -0.635 1.864 0.217 -0.60
```

As for the charge: -2. The value obtained for the LUMO energy is 6.223 eV. The HOMO energy is 0.23 eV. The calculation puts the energy above the lowest of the compared OMol25 structures with the same formula, charge and spin at 1.3864 eV. The multiplicity is 1. The total energy is -888.03130 hartree. The HOMO-LUMO gap comes out at 6.00 eV.

***

Density functional theory data (ωB97M-V/def2-TZVPD) for a molecular structure, C5H6LiO4Tl at a distorted geometry.

The geometry in XYZ format:
```
17
Properties=species:S:1:pos:R:3:mulliken_spin:R:1
C -1.389 0.494 0.415 0.04
O 1.702 -2.018 -1.745 0.00
C 0.612 1.902 -0.240 0.04
Li 2.211 0.758 0.806 0.00
H 0.207 1.957 -1.271 0.00
Tl -0.473 -1.408 -2.577 0.01
C 1.441 -1.649 -0.620 -0.01
H -2.204 0.734 1.119 0.03
O 1.992 -1.150 0.320 0.01
H -0.476 -1.198 1.378 0.00
H 0.188 1.315 1.750 0.00
H -2.083 -1.550 0.684 0.00
C -1.137 -1.012 0.513 0.05
C -0.165 1.309 0.707 0.45
O 1.820 2.364 -0.049 0.40
O -0.468 -1.571 -0.598 -0.01
H -1.777 0.723 -0.591 0.00
```

As for the charge: +1. The value obtained for the LUMO energy (alpha / beta) is -3.472 / -7.039 eV. The HOMO energy (alpha / beta) is -13.11 / -13.11 eV. The calculation puts the energy above the lowest of the compared OMol25 structures with the same formula, charge and spin at 0.3561 eV. The multiplicity is 2. The total energy is -674.83656 hartree. The HOMO-LUMO gap (alpha / beta) comes out at 9.63 / 6.08 eV.

***

Density functional theory data (ωB97M-V/def2-TZVPD) for C5H11NO in the gas phase at a distorted geometry.

The geometry in XYZ format:
```
18
Properties=species:S:1:pos:R:3:mulliken_charge:R:1
H -1.234 1.111 -1.340 0.26
C -1.095 -0.023 -1.053 -1.29
O 0.042 2.170 0.586 -0.55
C 0.527 0.634 0.794 -0.30
C -0.666 -0.219 0.478 0.57
H -1.523 0.080 1.106 0.40
H 0.739 0.339 1.792 0.46
H -0.774 -1.974 1.751 0.37
H 0.633 -1.750 0.768 0.40
H -2.062 -0.685 -1.168 0.37
H -0.620 2.261 1.261 0.31
C -0.422 -1.678 0.816 -1.42
H 2.738 0.284 -1.768 0.26
C 1.940 0.799 -1.099 -0.36
H 1.185 1.466 -1.503 0.29
N 1.693 0.256 0.029 -0.40
H -0.853 -2.519 0.156 0.30
H -0.249 -0.553 -1.607 0.32
```

The value obtained for the LUMO energy is 0.913 eV. The HOMO energy is -9.84 eV. The SMILES is C=N[C@@H](O)C(C)C. The calculation puts the energy above the lowest of the compared OMol25 structures with the same formula, charge and spin at 3.1306 eV. The multiplicity is 1. The total energy is -327.01630 hartree. The HOMO-LUMO gap comes out at 10.75 eV.

***

Density functional theory data (ωB97M-V/def2-TZVPD) for 2 unconnected molecules or ions with the total composition C4H12 at a distorted geometry.

The geometry in XYZ format:
```
16
Properties=species:S:1:pos:R:3:mulliken_spin:R:1
H -0.059 3.061 -0.276 0.04
H 0.634 -0.680 -0.883 0.11
H -0.379 -1.496 0.216 0.01
H 0.705 -2.925 -1.634 0.01
H 2.216 -2.386 -1.188 0.00
H -0.706 3.296 1.270 0.06
C 1.257 -2.578 -0.777 0.20
H -1.201 0.756 -0.498 0.11
H 0.538 2.042 1.021 0.00
C -1.489 1.471 0.319 0.12
H -2.323 2.045 0.024 0.00
C 0.638 -1.318 0.012 0.18
H -1.838 0.817 1.086 0.03
H 1.219 -3.492 -0.242 0.09
C -0.371 2.491 0.594 0.06
H 1.159 -1.103 0.956 -0.01
```

As for the charge: +1. The value obtained for the LUMO energy (alpha / beta) is -2.894 / -11.647 eV. The HOMO energy (alpha / beta) is -16.87 / -15.46 eV. The calculation puts the energy above the lowest of the compared OMol25 structures with the same formula, charge and spin at 1.0644 eV. The multiplicity is 2. The total energy is -159.13072 hartree. The HOMO-LUMO gap (alpha / beta) comes out at 13.98 / 3.81 eV.

***

Density functional theory data (ωB97M-V/def2-TZVPD) for 2 unconnected molecules or ions with the total composition C4H12NO2 at a distorted geometry.

The geometry in XYZ format:
```
19
Properties=species:S:1:pos:R:3:mulliken_charge:R:1
C -1.445 1.739 0.646 -0.01
H -0.821 0.271 -1.409 0.40
H 0.757 -3.577 -1.159 0.29
H -1.039 2.549 1.269 0.38
H -2.042 -0.541 -0.509 0.37
H 1.030 1.972 -0.547 0.36
H 1.155 0.875 1.623 0.33
O 0.459 -2.917 -0.541 -0.63
C -0.633 0.419 0.702 -0.21
H -1.163 -0.161 1.463 0.38
H 1.208 -0.739 0.853 0.41
C 0.892 0.288 0.730 -0.41
H 1.569 0.487 -1.360 0.30
H -0.495 -1.140 -0.862 0.25
N -1.055 -0.315 -0.605 -0.31
H 2.624 1.305 -0.190 0.36
C 1.595 1.048 -0.417 -1.16
H -0.074 -3.252 0.170 0.32
O -2.521 1.687 0.143 -0.42
```

As for the charge: +1. The value obtained for the LUMO energy is -3.759 eV. The HOMO energy is -14.81 eV. The calculation puts the energy above the lowest of the compared OMol25 structures with the same formula, charge and spin at 1.6237 eV. The multiplicity is 1. The total energy is -364.57556 hartree. The HOMO-LUMO gap comes out at 11.05 eV.

***

Density functional theory data (ωB97M-V/def2-TZVPD) for 3 unconnected molecules or ions with the total composition C3H11N3O at a distorted geometry.

The geometry in XYZ format:
```
18
Properties=species:S:1:pos:R:3:mulliken_charge:R:1
H 0.860 -1.463 0.238 0.25
N -1.566 -0.585 1.394 -0.73
C -1.471 -0.009 0.256 0.43
H 2.222 0.968 -1.033 0.40
H -0.746 0.925 2.089 0.38
H 1.587 1.144 0.523 0.27
H 0.616 0.328 -1.804 -0.06
C 1.767 -0.938 -0.064 -0.85
H -0.940 1.881 -0.398 0.27
C 1.517 0.508 -0.357 -0.54
H 2.128 -1.467 -0.944 0.32
H 2.487 -1.026 0.758 0.26
H -2.114 -1.436 1.393 0.22
N -0.648 1.155 0.251 -0.18
H -1.197 0.043 -1.742 0.22
N -1.812 -0.401 -0.999 -0.42
H -2.223 -1.319 -1.089 0.24
O -0.468 1.693 1.528 -0.47
```

The value obtained for the LUMO energy is 0.524 eV. The HOMO energy is -8.05 eV. The calculation puts the energy above the lowest of the compared OMol25 structures with the same formula, charge and spin at 6.0629 eV. The multiplicity is 1. The total energy is -360.21459 hartree. The HOMO-LUMO gap comes out at 8.58 eV.

***

Density functional theory data (ωB97M-V/def2-TZVPD) for C4H5NO2 in the gas phase.

The geometry in XYZ format:
```
12
Properties=species:S:1:pos:R:3:mulliken_charge:R:1
C 0.833 0.105 -1.132 -0.35
O -1.594 1.148 0.841 -0.44
H 1.682 -0.164 -1.752 0.23
C 0.276 -0.414 1.162 0.47
N 0.461 -0.919 -0.140 -0.30
H 0.803 1.145 -0.808 0.22
H -1.362 -0.035 -1.019 0.22
O 0.887 -0.857 2.104 -0.48
C -0.648 0.775 1.489 0.06
H -0.352 1.250 2.444 0.36
H -0.557 -1.412 -1.943 0.23
C -0.459 -0.592 -1.237 -0.22
```

The value obtained for the LUMO energy is -0.460 eV. The HOMO energy is -9.77 eV. The SMILES is O=CC(=O)N1CC1. The calculation puts the energy above the lowest of the compared OMol25 structures with the same formula, charge and spin at 2.3797 eV. The multiplicity is 1. The total energy is -360.58197 hartree. The HOMO-LUMO gap comes out at 9.31 eV.

***

Density functional theory data (ωB97M-V/def2-TZVPD) for a molecular structure, C20H18AsBrN4NbO6S2 at a distorted geometry.

The geometry in XYZ format:
```
53
Properties=species:S:1:pos:R:3:mulliken_charge:R:1
N -1.452 -2.844 4.432 -0.41
O 3.645 2.464 0.583 -0.55
C -1.893 2.886 1.025 -0.17
C 1.910 1.812 -2.258 -0.03
N -1.841 -2.088 2.347 -1.31
O -0.555 2.623 -1.832 -0.69
H 2.790 2.917 0.762 0.36
C 1.109 -4.395 0.032 0.23
H -2.207 -3.526 4.238 0.26
O 2.231 0.392 1.661 -0.56
C 0.204 -3.704 -0.757 -1.02
H -4.666 0.722 -0.558 0.32
H -1.143 3.466 1.514 0.49
N -1.768 1.516 0.961 0.27
H 2.854 3.369 -5.122 0.36
H -3.191 4.585 0.855 0.44
C -0.063 -2.364 -0.405 -0.06
H 5.098 0.545 -2.885 0.48
C 3.085 1.032 -1.995 0.25
As 3.750 0.707 0.684 0.40
S -0.034 -0.610 3.775 -0.21
H -4.856 3.303 -0.458 0.50
O 0.193 0.413 -0.781 -0.18
H 1.947 -2.019 2.322 0.74
H -0.797 -1.771 -0.890 0.68
H -0.313 -4.282 -1.594 0.35
O 3.174 0.147 -0.940 -0.44
C -1.116 -1.971 3.455 0.44
C 2.934 2.741 -4.216 -0.61
C 1.650 -3.873 1.216 -0.81
Br 1.944 -5.863 -0.794 -0.14
C -3.704 -1.601 0.302 -1.54
H 2.287 -4.542 1.845 0.40
S 0.492 1.884 -1.108 1.97
H -3.513 -2.591 0.809 0.36
C -2.765 -0.599 0.882 0.62
H 0.920 3.305 -3.406 0.47
H 4.926 1.983 -4.719 0.33
C 0.645 -1.795 0.649 1.90
H -4.727 -1.275 0.343 0.55
C 4.076 2.013 -3.998 -0.37
C 1.494 -2.511 1.483 -0.51
C -2.854 0.765 0.582 0.37
O 0.859 2.400 0.239 -0.73
C -4.020 2.787 -0.037 -0.44
N -1.705 -0.907 1.652 1.06
C 4.202 1.123 -2.946 -0.59
C 1.861 2.739 -3.297 -0.51
C -3.886 1.400 -0.136 -0.76
C -3.072 3.528 0.644 -0.80
H -0.968 -2.810 5.352 0.24
H -3.446 -1.778 -0.756 0.31
Nb 0.272 0.153 1.241 -0.74
```

As for the charge: +1. The value obtained for the LUMO energy (alpha / beta) is -5.010 / -5.010 eV. The HOMO energy (alpha / beta) is -11.34 / -11.34 eV. The calculation puts the energy above the lowest of the compared OMol25 structures with the same formula, charge and spin at 0.0000 eV. The multiplicity is 1. The total energy is -7106.36097 hartree. The HOMO-LUMO gap (alpha / beta) comes out at 6.33 / 6.33 eV.